[1]
Computed, not measured: C8H10GaO4S as an isolated structure in a non-equilibrium geometry, with ωB97M-V/def2-TZVPD.

Structure (XYZ):
```
24
Properties=species:S:1:pos:R:3:lowdin_charge:R:1
Ga 0.1005 0.6895 -0.3424 0.314
C -0.1428 1.4217 2.0564 0.029
O -0.2291 1.7918 3.1331 0.256
C -0.2785 3.4265 -0.1366 0.069
O -0.3780 4.5605 -0.0920 0.234
C -2.1980 0.6132 0.0414 0.102
O -3.2821 0.5968 0.4149 0.279
C 2.1693 1.5423 0.0882 0.090
O 3.2223 1.9571 0.2742 0.292
C 0.0275 -0.0738 -2.2748 -0.010
H 0.9730 -0.5255 -2.6414 0.152
H -0.8769 -0.6833 -2.4955 0.146
C -0.0374 1.3697 -2.2642 -0.051
H -0.9623 1.9017 -2.4983 0.138
H 0.8710 1.9124 -2.5236 0.131
C -0.6353 -2.6446 -0.0822 -0.260
S 0.8271 -1.6308 0.3165 0.932
C 0.8667 -1.8670 2.1207 -0.245
H -1.3723 -2.0616 -0.6364 0.032
H -1.0827 -3.0432 0.8281 0.079
H -0.2928 -3.4698 -0.7135 0.087
H 0.5442 -0.9663 2.6462 0.035
H 0.2584 -2.7336 2.4000 0.086
H 1.9082 -2.0840 2.3814 0.084
```

Calculated values
HOMO (spin up / spin down) = -0.8190 / -0.8191 Ha
charge = +3
spin multiplicity = 1
HOMO-LUMO gap (spin up / spin down) = 7.711 / 7.711 eV



[2]
Computed, not measured: a 2-piece molecular cluster, C2H3O5P overall, with ωB97M-V/def2-TZVPD.

Structure (XYZ):
```
11
Properties=species:S:1:pos:R:3:lowdin_charge:R:1
C 0.6104 0.7928 0.2186 -0.243
C 1.5994 -0.4296 0.0147 -0.375
O -2.8664 -0.3444 -1.5020 -0.430
O -2.6290 -1.5345 0.7570 -0.431
O 1.3008 1.8556 0.1237 -0.231
O -3.4798 0.8834 0.6690 -0.430
O 2.8936 0.0751 -0.2081 -0.227
P -2.8710 -0.2879 -0.0165 0.187
H 1.5729 -1.0587 0.9193 0.076
H 1.2517 -1.0300 -0.8333 0.077
H 2.6175 1.0781 -0.1423 0.028
```

Calculated values
HOMO = 0.0295 Ha
charge = -2
spin multiplicity = 1
HOMO-LUMO gap = 5.836 eV



[3]
Computed, not measured: C3H6N2S as an isolated structure in a non-equilibrium geometry, with ωB97M-V/def2-TZVPD.

Structure (XYZ):
```
12
Properties=species:S:1:pos:R:3:lowdin_charge:R:1
C -2.4640 0.5602 -0.0255 -0.338
C -1.1202 -0.4959 -0.0205 -0.262
C 1.5641 -0.3409 -0.6379 0.077
N -1.7189 0.0309 1.0012 0.083
N 2.4236 -0.0681 0.2299 0.223
S -2.4542 -0.6649 -1.1099 1.257
H -2.6509 1.6088 -0.2435 0.152
H 0.8767 0.3468 -1.1651 0.115
H 1.2977 -1.3237 -0.9741 0.115
H 2.8288 0.8903 0.2885 0.196
H 2.9635 -0.7972 0.6730 0.169
H -1.5462 0.2538 1.9839 0.213
```

Calculated values
HOMO = -0.7190 Ha
charge = +2
spin multiplicity = 1
HOMO-LUMO gap = 9.486 eV



[4]
Computed, not measured: C45H47F15Ge3NiOS2Se as an isolated structure, with ωB97M-V/def2-TZVPD.

Structure (XYZ):
```
115
Properties=species:S:1:pos:R:3:lowdin_charge:R:1
Ni -0.8026 0.5256 0.3159 0.391
C -3.3573 0.1204 5.5502 -0.199
Ge -1.8343 1.3253 5.5803 0.762
C -2.2533 3.0943 6.2549 -0.203
C -0.3244 0.5089 6.4958 -0.215
C -1.3481 1.6572 3.6661 -0.541
Se -0.5335 0.1413 2.7658 0.995
C 1.3198 0.5408 3.1721 -0.327
H -3.6507 -0.1338 6.5698 0.036
H -3.1065 -0.8095 5.0328 0.003
H -4.2167 0.5824 5.0608 0.030
H -2.5606 3.0358 7.2991 0.033
H -3.0677 3.5445 5.6866 0.029
H -1.3813 3.7464 6.1954 0.027
H -0.6173 0.2864 7.5231 0.034
H 0.5359 1.1788 6.5378 0.028
H -0.0308 -0.4339 6.0302 0.020
H -0.6637 2.5012 3.5786 0.015
H -2.2601 1.9094 3.1213 0.022
H 1.3946 0.6351 4.2524 0.030
H 1.6320 1.4614 2.6894 0.009
H 1.9233 -0.2957 2.8282 0.041
O -2.1622 -0.8296 0.1724 -0.642
S -3.6683 -0.8123 -0.2011 1.058
C -4.1432 -2.5325 -0.6396 -0.226
C -2.9995 -3.4865 -0.8357 -0.272
C -2.2976 -3.4940 -2.0363 -0.054
C -1.2857 -4.4169 -2.2509 -0.069
C -0.9641 -5.3363 -1.2612 -0.061
C -1.6733 -5.3440 -0.0692 -0.050
C -2.6951 -4.4271 0.1400 -0.024
C -4.5466 -0.5788 1.3662 -0.271
C -4.6278 -1.7265 2.3377 -0.295
C -5.8862 -2.1144 2.7911 -0.031
C -6.0159 -3.1352 3.7234 -0.046
C -4.8858 -3.7780 4.2070 -0.053
C -3.6291 -3.4026 3.7495 -0.073
C -3.4984 -2.3833 2.8188 -0.093
H -4.7171 -2.4088 -1.5582 0.105
H -4.8091 -2.8649 0.1553 0.096
H -2.5799 -2.8075 -2.8273 0.103
H -0.7713 -4.4464 -3.2038 0.107
H -0.1852 -6.0689 -1.4334 0.113
H -1.4472 -6.0797 0.6918 0.115
H -3.2612 -4.4502 1.0622 0.107
H -5.5467 -0.2732 1.0468 0.106
H -4.0652 0.3072 1.7919 0.093
H -6.7737 -1.6112 2.4216 0.122
H -6.9993 -3.4254 4.0703 0.117
H -4.9838 -4.5704 4.9377 0.116
H -2.7454 -3.9091 4.1177 0.117
H -2.5198 -2.1165 2.4539 0.075
F 4.1155 2.0837 2.1632 0.091
C 4.8245 1.5976 1.1304 -0.211
C 4.2759 1.5895 -0.1416 -0.167
C 5.0304 1.0126 -1.1498 -0.226
F 4.5110 0.8958 -2.3808 0.081
C 6.2975 0.5127 -0.9295 -0.131
F 6.9918 -0.0302 -1.9148 0.159
C 6.8302 0.5721 0.3493 -0.117
F 8.0318 0.0937 0.5802 0.180
C 6.0896 1.1105 1.3907 -0.131
F 6.5893 1.1414 2.6148 0.158
Ge 2.4960 2.2390 -0.5029 0.862
S 1.3722 0.2628 -0.3846 0.454
C 1.7723 3.5076 0.7905 -0.135
C 2.5953 4.5124 1.2798 -0.209
F 3.8924 4.5073 0.9736 0.126
C 2.1181 5.5618 2.0470 -0.123
F 2.9343 6.4906 2.4992 0.176
C 0.7628 5.6399 2.3227 -0.117
F 0.2877 6.6285 3.0459 0.182
C -0.0979 4.6744 1.8235 -0.148
F -1.3989 4.7453 2.0647 0.146
C 0.4318 3.6424 1.0796 -0.207
F -0.4775 2.7217 0.6166 -0.021
C 2.3420 3.2373 -2.1595 -0.148
C 3.4316 3.8926 -2.7175 -0.207
F 4.6366 3.8026 -2.1522 0.121
C 3.3130 4.6851 -3.8453 -0.129
F 4.3691 5.2898 -4.3560 0.167
C 2.0681 4.8559 -4.4268 -0.118
F 1.9370 5.6172 -5.4896 0.181
C 0.9523 4.2437 -3.8750 -0.136
F -0.2442 4.4441 -4.4052 0.149
C 1.1145 3.4510 -2.7590 -0.231
F 0.0143 2.8749 -2.2213 0.051
C 2.9406 -4.8375 -3.9499 -0.105
C 3.7806 -3.5644 -3.9881 -0.260
C 2.9412 -2.2881 -3.9933 -0.289
C 2.1080 -2.1291 -2.7130 -0.330
Ge 1.2094 -0.4151 -2.6605 0.792
C -0.7096 -0.4771 -2.9386 -0.344
C -1.0679 -1.0310 -4.3290 -0.278
C -0.6516 -0.1300 -5.4919 -0.264
C -1.5523 1.0912 -5.6315 -0.092
H 3.5615 -5.7219 -4.0890 0.078
H 2.1902 -4.8350 -4.7456 0.078
H 2.4217 -4.9530 -2.9946 0.060
H 4.4133 -3.5667 -4.8772 0.113
H 4.4558 -3.5401 -3.1272 0.111
H 2.2747 -2.3053 -4.8640 0.109
H 3.5962 -1.4207 -4.1202 0.097
H 2.7446 -2.2073 -1.8268 0.073
H 1.3519 -2.9107 -2.6304 0.052
H 2.0147 0.6758 -3.3668 0.002
H -1.1427 0.5156 -2.7845 0.056
H -1.0808 -1.1511 -2.1646 0.022
H -2.1503 -1.1793 -4.3805 0.108
H -0.6169 -2.0223 -4.4408 0.100
H -0.6778 -0.7090 -6.4160 0.116
H 0.3908 0.1879 -5.3686 0.087
H -2.5826 0.7843 -5.8223 0.083
H -1.2378 1.7247 -6.4602 0.081
H -1.5485 1.7089 -4.7301 0.058
```

Calculated values
HOMO (spin up / spin down) = -0.5115 / -0.5118 Ha
charge = +2
spin multiplicity = 3
HOMO-LUMO gap (spin up / spin down) = 8.775 / 6.822 eV